A molecular structure, C3H9B at a distorted geometry, computed with wB97M-V/def2-TZVPD.

The calculation puts the energy relative to the best compared isomer or geometry (same formula, charge and spin) at 68.6 kcal per mole. The multiplicity is 1. The orbital gap comes out at 9.6 eV.

Each line ends with the Mulliken charge.
Positions of all 13 atoms, in Å:
C -2.6367 0.0309 0.2306  -0.893
C 1.1524 -0.7393 -0.0953  -0.673
C 2.1480 0.3991 0.1925  -0.909
B -0.9171 -0.2555 -0.0922  0.208
H -0.7292 0.4899 -1.0091  -0.055
H -2.6312 1.0272 0.6764  0.288
H 2.3132 1.1749 -0.5626  0.278
H 1.1543 -1.0309 -1.2309  0.193
H 1.8494 0.9845 1.0993  0.244
H 1.4891 -1.5671 0.4241  0.442
H -3.2490 -0.7371 0.6595  0.282
H 3.0600 -0.0411 0.5375  0.338
H -3.0032 0.2643 -0.8300  0.257

***

A molecular structure, C3H9B4HgNO4 at a distorted geometry, computed with wB97M-V/def2-TZVPD.

The multiplicity is 1. The orbital gap comes out at 1.9 eV. Its total charge is +2.

Each line ends with the Mulliken charge.
Positions of all 22 atoms, in Å:
Hg -3.1663 1.1387 3.5123  0.724
O 1.0356 1.6753 -0.3567  -0.472
O -0.6100 0.3402 -1.3570  -0.284
O -1.2819 2.0707 0.0730  -0.389
O -3.5638 0.2032 1.3491  -0.713
N -3.2440 -1.3880 -0.4311  -0.349
C 1.5744 -0.8535 -0.6829  -0.518
C 2.8632 -0.5762 -0.0975  0.123
C 4.0970 -0.7491 -0.7002  -0.413
B 0.0415 2.4063 0.2993  0.499
B 0.6353 0.4594 -0.8269  0.450
B -2.8295 -0.1990 0.1439  0.296
B -1.5476 0.8128 -0.4239  0.432
H 4.8076 0.0767 -0.6964  0.310
H 4.4238 -1.6871 -1.1449  0.320
H 1.6325 -1.3480 -1.6526  0.423
H 0.3226 3.2546 1.0698  -0.039
H 1.0086 -1.5118 0.0000  0.333
H 2.8770 -0.1627 0.9153  0.368
H -2.7260 -1.6862 -1.2507  0.271
H -2.9868 -0.0764 2.0934  0.348
H -3.3633 -2.1999 0.1646  0.280

***

2 unconnected molecules or ions with the total composition C3H9BNO2 at a distorted geometry, computed with wB97M-V/def2-TZVPD.

The calculation puts the energy relative to the best compared isomer or geometry (same formula, charge and spin) at 72.5 kcal per mole. The multiplicity is 1. The orbital gap comes out at 8.9 eV. Its total charge is +1.

Each line ends with the Mulliken charge.
Positions of all 16 atoms, in Å:
O 0.4075 -1.2555 -2.8585  -0.535
O 0.3478 -2.0014 -0.0579  -0.249
N -0.4821 1.4370 -0.7729  -0.417
C 0.2628 -1.5517 1.3546  -0.282
C 0.4556 0.5087 -0.1635  -0.024
C 0.1565 0.0233 1.2633  -0.554
B 0.5370 -0.9803 -0.7900  0.473
H 0.7288 0.5834 2.1116  0.328
H -0.8978 0.1808 1.5560  0.274
H 1.1828 -1.9233 1.8235  0.284
H 0.8537 -0.3992 -3.1366  0.404
H -0.6302 -2.1044 1.6906  0.279
H 1.3090 1.2424 -0.2675  0.319
H -0.5743 -1.2794 -3.1147  0.409
H -1.2924 1.1178 -1.1084  0.118
H -0.3742 2.4052 -0.6461  0.172

***

A molecular structure, C3H9BO2 at a distorted geometry, computed with wB97M-V/def2-TZVPD.

The calculation puts the energy relative to the best compared isomer or geometry (same formula, charge and spin) at 82.4 kcal per mole. The multiplicity is 1. The orbital gap comes out at 8.7 eV.

Each line ends with the Mulliken charge.
Positions of all 15 atoms, in Å:
O -1.5015 1.5373 0.1266  -0.612
O 1.1831 1.8661 0.0960  -0.451
C 2.4940 -0.2849 0.2270  -0.944
C -1.1049 0.3723 -0.5379  -0.131
C -1.6666 -0.9583 -0.0659  -1.076
B 0.8964 0.6130 -0.1111  0.459
H -2.6918 -0.9829 -0.0364  0.409
H 0.5737 2.5616 0.3830  0.345
H 2.9076 -0.3012 -0.8186  0.258
H -1.3509 -1.8613 -0.6751  0.277
H -1.3994 -1.0867 1.0571  0.222
H 2.2030 -1.3918 0.3529  0.237
H 3.0457 0.1977 0.9692  0.280
H -1.1544 0.5234 -1.5514  0.383
H -1.4041 1.4611 1.1161  0.344

***

2 unconnected molecules or ions with the total composition C3H9BS at a distorted geometry, computed with wB97M-V/def2-TZVPD.

The structure (SMILES) is C=BCC.S. The calculation puts the energy relative to the best compared isomer or geometry (same formula, charge and spin) at 97.7 kcal per mole. The multiplicity is 1. The orbital gap comes out at 9.0 eV.

Each line ends with the Mulliken charge.
Positions of all 14 atoms, in Å:
S -3.3914 -0.1101 0.3210  -0.315
C 1.3285 0.0461 -1.0681  -0.501
C -0.9384 1.2875 0.2859  -0.779
C 1.5785 -0.9646 0.2509  -0.765
B 0.1739 0.8936 -0.3462  -0.222
H 2.1901 0.6611 -1.3844  0.317
H 1.7684 -2.0443 0.0563  0.290
H -0.9243 0.5877 1.0679  0.386
H 1.2436 -0.5582 -1.9779  0.333
H 0.6586 -0.6878 0.8086  0.178
H -2.2992 0.3649 -0.2000  0.339
H -1.0871 2.2514 0.7383  0.371
H -2.7084 -1.1542 0.5906  0.100
H 2.4072 -0.5731 0.8570  0.268

***

C3H9Br3Si3 in the gas phase at a distorted geometry, computed with wB97M-V/def2-TZVPD.

The structure (SMILES) is BrC1C[Si@H](Br)[SiH2][Si@@H](Br)C1. The calculation puts the energy relative to the best compared isomer or geometry (same formula, charge and spin) at 6.2 kcal per mole. The multiplicity is 1. The orbital gap comes out at 9.0 eV.

Each line ends with the Mulliken charge.
Positions of all 18 atoms, in Å:
Br -2.5321 -2.1916 -1.5089  -0.301
Br 2.4673 0.3989 -2.4559  -0.147
Br 0.3423 3.1764 2.4899  -0.289
Si -0.7940 -1.9684 0.1007  0.446
Si -1.6998 0.0402 1.6869  0.252
Si -0.4759 1.8335 0.7480  0.410
C 0.8279 -1.3560 -0.8347  -0.828
C 0.9439 0.1932 -1.2225  -0.279
C 1.1261 1.1309 -0.0582  -0.909
H -3.1219 0.0071 1.6356  -0.103
H 1.8181 0.7920 0.7212  0.438
H 0.1272 0.3799 -1.8703  0.407
H -0.5495 -3.3552 0.1112  -0.172
H -1.0020 2.6378 -0.3222  -0.092
H -1.7150 -0.1850 3.2879  -0.055
H 1.9042 -1.6335 -0.4950  0.406
H 1.6229 2.0612 -0.2475  0.472
H 0.7103 -1.9616 -1.7661  0.342

***

2 unconnected molecules or ions with the total composition C3H9BrN at a distorted geometry, computed with wB97M-V/def2-TZVPD.

The calculation puts the energy relative to the best compared isomer or geometry (same formula, charge and spin) at 29.8 kcal per mole. The multiplicity is 3. The orbital gap (spin up / spin down) comes out at 4.2 / 4.0 eV. Its total charge is +1.

Each line ends with the Mulliken spin population.
Positions of all 14 atoms, in Å:
Br 1.5599 1.0853 0.3550  0.920
N -1.8166 0.6697 0.5672  0.252
C 1.5810 -1.5783 -0.0958  0.061
C -2.8197 1.4587 0.4993  0.751
C 1.9642 -0.3126 -0.9295  -0.026
H -1.4183 0.6001 1.4919  -0.024
H -3.5994 1.5384 -0.2998  0.022
H -1.4388 0.3324 -0.3365  -0.011
H 1.4768 -0.1651 -1.9203  0.003
H 2.0901 -1.4892 0.8564  0.007
H -3.0316 2.0913 1.3807  0.019
H 0.5124 -1.5422 0.0633  -0.001
H 2.9963 -0.2566 -1.1038  0.003
H 1.9437 -2.4319 -0.5282  0.023

***

A molecular structure, C3H9BrN2S at a distorted geometry, computed with wB97M-V/def2-TZVPD.

The calculation puts the energy relative to the best compared isomer or geometry (same formula, charge and spin) at 0.0 kcal per mole. The multiplicity is 1. The orbital gap comes out at 9.3 eV.

Each line ends with the Mulliken charge.
Positions of all 16 atoms, in Å:
Br -1.2891 1.0192 2.7355  -0.080
S -0.4350 0.9414 -0.6937  -0.065
N -0.3762 2.3884 1.9131  -0.528
N 0.0342 -0.6469 -0.4060  0.065
C 0.8746 -1.0998 -1.5710  -0.881
C -0.8152 -1.6931 0.0816  -0.876
C 0.6032 1.6947 0.4996  -0.420
H 0.9704 -0.2999 -2.4280  0.291
H 0.3820 -1.9949 -2.1736  0.317
H -0.3422 -2.5563 -0.0202  0.435
H 1.1528 2.6941 0.3736  0.345
H 1.8631 -1.4702 -1.3193  0.286
H -1.1024 -1.4419 1.0241  0.173
H -1.1652 2.8643 1.5424  0.296
H 1.3763 1.1846 1.0731  0.338
H -1.7312 -1.5837 -0.6313  0.304

***

2 unconnected molecules or ions with the total composition C3H9BrO4P, computed with wB97M-V/def2-TZVPD.

The calculation puts the energy relative to the best compared isomer or geometry (same formula, charge and spin) at 0.3 kcal per mole. The multiplicity is 1. The orbital gap comes out at 7.1 eV. Its total charge is -1.

Each line ends with the Mulliken charge.
Positions of all 18 atoms, in Å:
Br -1.9224 4.0593 0.9959  -0.915
P -0.0998 -1.1635 -0.1203  1.066
O -0.0236 -2.5953 0.1645  -0.738
O 0.3269 -0.7452 -1.5807  -0.295
O 0.8499 -0.2405 0.7511  -0.272
O -1.5167 -0.5621 0.0205  -0.341
C 0.5031 0.1367 2.0856  -0.707
C -1.6816 0.8652 -0.1987  -0.790
C 1.6381 -1.0085 -2.0687  -0.689
H -2.0596 1.0728 -1.1961  0.300
H 2.0919 -0.0593 -2.3402  0.256
H 1.5632 -1.6653 -2.9343  0.259
H 2.2588 -1.5173 -1.3296  0.316
H 0.8321 1.1618 2.2400  0.273
H -0.5779 0.1354 2.2344  0.324
H -2.3907 1.2421 0.5318  0.301
H -0.7659 1.4305 -0.0455  0.384
H 0.9742 -0.5468 2.7902  0.269

***

2 unconnected molecules or ions with the total composition C3H9BrOSi at a distorted geometry, computed with wB97M-V/def2-TZVPD.

The calculation puts the energy relative to the best compared isomer or geometry (same formula, charge and spin) at 35.1 kcal per mole. The multiplicity is 1. The orbital gap comes out at 9.2 eV.

Each line ends with the Mulliken charge.
Positions of all 15 atoms, in Å:
Br -0.5413 1.5270 -2.6392  -0.273
Si -0.2228 0.5726 -0.6823  0.539
O 1.3841 0.3813 -0.6962  -0.273
C 2.1683 -0.2338 0.2777  -0.608
C -1.4019 -1.8002 -0.4827  -1.099
C -0.8885 1.5695 0.7803  -1.010
H 1.6817 -0.2207 1.2543  0.304
H -1.2265 -2.2741 -1.4334  0.299
H -1.8749 1.9720 0.5712  0.342
H -0.9110 -2.2863 0.3411  0.328
H -0.2285 2.4042 1.0173  0.326
H 3.1180 0.2966 0.3405  0.245
H 2.3535 -1.2705 -0.0097  0.238
H -0.9685 0.9477 1.6672  0.324
H -2.4417 -1.5853 -0.3061  0.317

***

A molecular structure, C3H9Cl2N2O5Sn2 at a distorted geometry, computed with wB97M-V/def2-TZVPD.

The calculation puts the energy relative to the best compared isomer or geometry (same formula, charge and spin) at 35.7 kcal per mole. The multiplicity is 1. The orbital gap comes out at 4.1 eV. Its total charge is +3.

Each line ends with the Mulliken charge.
Positions of all 23 atoms, in Å:
Sn -2.7970 -0.8452 3.1473  1.601
Sn 1.6303 -0.4059 3.5985  1.648
Cl 1.0274 3.9471 0.6440  -0.083
Cl -0.5449 2.1465 -0.9389  -0.090
O -0.4323 -0.4477 1.7144  -0.592
O 3.3014 1.1201 -0.8784  -0.318
O 2.1901 0.2702 0.7583  -0.351
O -3.7403 -1.2601 0.0457  -0.583
O -3.2795 0.1044 -1.5274  -0.373
N -2.9844 -0.8083 -0.8186  0.879
N 2.6623 0.2335 -0.3998  0.571
C -1.6726 -1.5182 -1.0413  -0.551
C 2.6045 -1.0196 -1.1774  -0.667
C -0.1778 2.6605 0.7382  0.130
H -1.5789 -2.1858 -0.1886  0.310
H 1.6528 -1.5413 -1.0822  0.173
H 2.7695 -0.7973 -2.2273  0.354
H 0.1930 1.8455 1.3448  -0.228
H -1.0536 3.1252 1.1844  0.381
H -0.8517 -0.8111 -1.0332  0.022
H -1.8043 -2.1471 -1.9192  0.404
H -0.4624 0.0676 0.8802  0.022
H 3.3485 -1.7328 -0.8236  0.341

***

A molecular structure, C3H9Cl3CrN3O18 at a distorted geometry, computed with wB97M-V/def2-TZVPD.

The calculation puts the energy relative to the best compared isomer or geometry (same formula, charge and spin) at 17.0 kcal per mole. The multiplicity is 5. The orbital gap (spin up / spin down) comes out at 7.9 / 7.8 eV. Its total charge is -1.

Each line ends with the Mulliken spin population.
Positions of all 37 atoms, in Å:
Cr 0.2525 -0.4421 -0.3283  3.899
Cl -0.8779 -0.9042 -3.8291  0.002
Cl 2.7128 -3.1076 -0.4533  0.001
Cl 2.9160 1.7519 -1.0491  0.009
O -1.8931 0.0670 -4.0841  0.001
O 0.2800 1.2157 3.5189  0.018
O 1.6752 -2.1004 -0.2908  0.013
O -1.3738 -1.5613 0.9787  0.011
O 0.3139 -0.5005 -4.5388  0.002
O -1.3940 1.0305 -0.3102  -0.014
O 3.0172 3.1333 -0.6320  0.002
O 3.4844 -3.1625 0.7382  0.000
O 1.5061 1.3951 -0.9747  0.009
O 0.7532 0.3346 1.6497  0.004
O -2.5779 -0.1726 2.0899  0.009
O 3.3496 1.5583 -2.3966  0.002
O 2.0473 -4.3628 -0.6967  0.000
O 3.6869 0.8965 -0.1626  0.000
O -0.5592 -1.0180 -2.4129  0.021
O -1.3423 -2.1905 -4.2596  0.002
O 3.5320 -2.7439 -1.5782  0.002
O -1.0922 2.4961 -1.8384  0.015
N -1.7816 1.9403 -1.0355  -0.009
N 1.0429 1.0248 2.6100  0.004
N -2.1930 -1.2828 1.8396  -0.004
C -2.9020 -2.4224 2.4664  0.002
C -3.1593 2.3969 -0.9143  -0.001
C 2.3657 1.6534 2.6285  0.002
H 2.4771 2.1228 1.6467  -0.002
H -3.6547 2.9198 -1.7250  0.000
H -2.8113 -3.3406 1.8989  0.000
H -3.7485 1.5368 -0.6008  0.000
H 2.3590 2.3841 3.4288  0.001
H -2.4671 -2.4914 3.4625  0.000
H 3.2226 0.9878 2.7033  0.000
H -3.2134 3.1201 -0.0961  0.000
H -3.9532 -2.1620 2.5468  0.000